Record 1
A cluster of 2 separate species, C5H9NO in total, computed with the ωB97M-V functional and the def2-TZVPD basis.

Cartesian coordinates (Å):
H 0.7540 -1.4294 -2.3196
N 0.4166 -1.6333 -1.3770
C 1.2641 -1.2248 -0.5273
C 1.0664 -1.3991 0.9487
H 2.1915 -0.7096 -0.8124
H 0.0642 -1.7672 1.1854
H 1.8070 -2.1397 1.2678
H 1.2696 -0.4821 1.5180
C -2.2131 0.9408 -0.0200
C -0.9302 0.9176 -0.3687
C -0.0681 1.8643 0.3738
O 0.8400 2.4729 -0.1457
H -2.4576 1.4178 0.9255
H -3.0066 0.6454 -0.6985
H -0.5413 0.4363 -1.2549
H -0.4640 2.1213 1.3875

Cartesian forces, eV/Å:
-0.059 -0.092 0.016
0.387 -0.063 0.006
-0.041 0.110 0.173
0.040 -0.157 -0.012
-0.071 -0.112 -0.039
0.170 0.043 -0.134
-0.078 0.031 0.188
-0.009 -0.134 -0.251
0.198 0.281 -0.171
-0.161 0.335 -0.006
-0.215 0.315 -0.346
-0.034 -0.457 0.489
-0.327 0.033 -0.155
0.043 -0.423 0.374
-0.228 0.352 -0.016
0.388 -0.062 -0.115

## Properties
F_max ... 0.7 eV/Å
HOMO level ... -0.367 hartree
Frontier orbital gap ... 10.54 eV
Energy above the lowest of the compared OMol25 structures with the same formula, charge and spin ... 253.6 kJ/mol

***

Record 2
A structure of composition C14H39BrFeN3O5 at a distorted geometry, computed with the ωB97M-V functional and the def2-TZVPD basis.

Cartesian coordinates (Å):
Fe 1.9991 -0.8208 0.8039
Br 0.1842 0.7777 -0.5381
C -3.0587 -1.1055 -1.2439
C -2.1873 -2.2424 -0.7747
C -2.9371 -3.5510 -1.0664
O -2.1995 -4.6608 -0.6973
C -2.8551 -5.9149 -0.7034
N -0.8784 -2.3019 -1.3686
H -3.3241 -1.3650 -2.2688
H -2.6052 -0.1145 -1.2599
H -4.0376 -1.0697 -0.7659
H -2.0189 -2.2319 0.3021
H -3.2396 -3.7046 -2.1023
H -3.8580 -3.5593 -0.4833
H -2.1007 -6.6266 -0.3679
H -3.2799 -6.1783 -1.6720
H -3.7008 -5.9551 -0.0169
H -0.9239 -2.7474 -2.2739
H -0.5642 -1.3549 -1.5249
C 3.9026 2.7459 1.4776
C 3.4692 2.0630 0.1275
C 3.9694 2.6431 -1.1545
O 3.5694 4.0219 -1.2329
C 4.1758 4.8336 -2.1742
N 3.6031 0.5668 0.2961
H 3.8460 3.8320 1.4053
H 4.8820 2.4011 1.8092
H 3.1871 2.2885 2.1611
H 2.4058 2.2940 0.0664
H 3.4504 2.1997 -2.0042
H 5.0461 2.4916 -1.2322
H 4.2453 4.3037 -3.1242
H 5.2075 5.1172 -1.9658
H 3.5826 5.7456 -2.2410
H 3.9378 0.1747 -0.5724
H 4.3479 0.4108 0.9602
C -3.9757 0.8596 1.7978
C -2.8527 1.4050 2.6756
C -3.0302 1.0596 4.1964
O -1.8325 1.2885 4.9044
C -1.9464 2.4627 5.7090
N -1.6524 0.7037 2.2675
H -3.7693 0.9787 0.7342
H -4.9838 1.2434 1.9542
H -4.0140 -0.2295 1.8230
H -2.6025 2.4500 2.4930
H -3.1521 -0.0125 4.3510
H -3.8884 1.5291 4.6771
H -2.7121 2.5248 6.4824
H -1.9905 3.2812 4.9905
H -0.9398 2.6670 6.0739
H -1.8827 -0.2603 2.0728
H -1.4344 1.0486 1.3436
C 1.8777 -2.0628 -3.9466
C 2.0901 -0.7493 -3.3571
O 3.2085 -0.8145 -2.4392
O 1.3696 -3.0251 -3.0315
H 2.8675 -2.4740 -4.1453
H 1.3555 -1.9536 -4.8971
H 1.1786 -0.4904 -2.8183
H 2.2344 -0.0226 -4.1566
H 3.0765 -1.4221 -1.7078
H 2.1593 -3.3909 -2.6264

Cartesian forces, eV/Å:
-0.867 3.104 -1.224
1.387 -1.592 0.856
-0.406 0.930 -1.370
-0.263 -2.758 1.228
-0.626 -0.565 0.166
1.239 0.309 0.743
-0.121 -0.425 0.088
-2.601 1.194 -1.669
0.151 0.224 -0.316
0.034 -0.140 0.261
0.375 -0.102 0.640
-0.090 0.342 0.444
0.012 0.634 -0.518
-0.317 0.361 0.062
-0.221 -0.052 -0.248
0.346 0.055 -0.312
0.024 0.316 0.348
0.886 -1.158 -0.245
1.314 0.644 0.543
-0.244 -1.522 -1.229
-1.684 1.565 1.846
0.529 0.943 -1.337
-0.310 -1.413 2.351
0.755 0.169 -1.129
-0.289 -0.712 0.182
-0.117 -0.259 0.143
0.290 0.298 -0.167
-0.076 0.692 0.558
-0.133 -0.309 0.161
0.276 -0.745 -0.137
0.296 0.265 -0.284
-0.348 0.192 -0.435
0.137 -0.030 0.569
0.002 -0.195 -0.177
0.159 -0.084 -0.730
0.489 0.050 0.266
-0.674 0.198 -0.478
-0.293 -1.226 0.926
0.380 -0.350 -0.477
-0.714 0.581 1.061
1.886 0.814 -1.417
1.257 -0.168 -0.791
0.230 0.741 -0.107
0.047 0.069 0.261
-0.105 -0.242 0.799
-0.578 0.202 0.319
-0.499 -0.299 -0.719
-0.045 0.294 -0.187
-0.034 -0.455 -0.151
-0.925 0.517 0.117
-0.122 -0.463 0.785
-0.181 -0.464 0.320
0.291 0.186 -0.031
1.601 -1.296 -1.135
-0.421 0.210 1.182
0.319 1.166 -0.159
-0.909 0.255 0.537
0.188 0.378 -0.940
-0.578 -0.596 0.266
0.026 0.474 0.098
0.641 0.187 0.438
-0.532 -0.431 -0.463
-0.245 -0.510 0.014

## Properties
Net charge ... +2
2S+1 ... 6
F_max ... 3.4 eV/Å
HOMO level (alpha / beta) ... -0.492 / -0.492 hartree
Frontier orbital gap (alpha / beta) ... 4.21 / 2.64 eV

***

Record 3
A cluster of 2 separate species, C6H8BrNO2S in total at a distorted geometry, computed with the ωB97M-V functional and the def2-TZVPD basis.

Cartesian coordinates (Å):
C 1.6282 2.3450 -0.6531
C 0.9782 0.3529 0.0642
C -0.1837 1.0437 0.1996
C 0.9777 -1.8627 -1.1592
C 1.3395 -1.0707 0.1677
C -2.0717 0.0969 0.8444
N 1.9858 1.1141 -0.4723
O -1.8466 -0.8506 1.7656
O -2.9756 1.0619 1.2348
S -0.0086 2.7231 -0.2138
Br -2.6523 -0.7325 -0.7308
H 2.1285 3.3365 -0.8986
H -0.1505 -1.9987 -1.3852
H 1.3766 -2.7984 -1.0968
H 1.3919 -1.2939 -2.0410
H 2.4021 -0.9853 0.1532
H 0.9626 -1.4867 1.1167
H -2.2785 -0.7545 2.5695
H -3.0038 1.7599 0.5351

Cartesian forces, eV/Å:
-0.349 2.062 0.176
-0.794 0.871 -0.983
-3.196 -1.346 1.694
-2.407 3.118 -0.241
-1.262 -0.733 -0.719
1.993 2.134 -0.165
0.955 1.708 -0.279
1.786 -0.197 -2.426
0.956 0.256 -0.332
-0.134 -1.564 0.239
-0.336 -0.582 -1.511
0.349 -2.108 -0.080
1.788 0.438 0.718
1.276 -2.596 -0.052
-0.242 -0.657 0.950
0.899 -0.598 0.473
0.140 -0.270 -0.609
-1.435 0.904 2.387
0.014 -0.842 0.761

## Properties
F_max ... 3.9 eV/Å
HOMO level ... -0.326 hartree
Frontier orbital gap ... 9.21 eV
Energy above the lowest of the compared OMol25 structures with the same formula, charge and spin ... 404.5 kJ/mol

***

Record 4
The molecule C23H32N2O3S, computed with the ωB97M-V functional and the def2-TZVPD basis.

Cartesian coordinates (Å):
C 4.1139 -2.2040 -1.1226
C 4.0362 -0.7163 -0.8732
S 2.3352 -0.3018 -0.4002
O 2.2192 1.1328 -0.3084
O 1.9780 -1.0634 0.7605
N 1.4509 -0.8667 -1.6916
C 1.3252 0.0505 -2.8035
C 0.5676 -0.5395 -3.9630
C 0.4927 0.1890 -5.1453
C -0.2017 -0.3010 -6.2337
C -0.8349 -1.5306 -6.1471
C -0.7679 -2.2551 -4.9733
C -0.0694 -1.7716 -3.8725
C 0.0020 -2.5801 -2.6094
C 0.2923 -1.6846 -1.4074
C -0.9747 -0.9120 -0.9904
O -2.0768 -1.4063 -1.1214
N -0.7572 0.3036 -0.4606
C -1.7879 1.0222 0.2540
C -1.4837 1.1365 1.7591
C -0.3008 2.0796 2.0035
C -0.0320 2.1933 3.5038
C -1.2668 2.7575 4.2049
C -2.4514 1.8226 3.9691
C -2.1330 0.4429 4.5418
C -0.8964 -0.1193 3.8433
C 0.2939 0.8116 4.0678
C -1.1562 -0.2414 2.3429
C -2.7192 1.7006 2.4695
H 5.1365 -2.5124 -1.3288
H 3.4859 -2.4735 -1.9681
H 3.7561 -2.7326 -0.2424
H 4.2729 -0.1208 -1.7492
H 4.6567 -0.4014 -0.0383
H 2.3390 0.3149 -3.1217
H 0.8323 0.9841 -2.4922
H 0.9848 1.1495 -5.2037
H -0.2521 0.2744 -7.1458
H -1.3833 -1.9190 -6.9921
H -1.2671 -3.2099 -4.8977
H -0.9500 -3.0845 -2.4377
H 0.7852 -3.3377 -2.7038
H 0.5596 -2.2959 -0.5376
H 0.1844 0.6304 -0.3054
H -1.8936 2.0230 -0.1789
H -2.7167 0.4682 0.0952
H 0.5970 1.7085 1.5053
H -0.5270 3.0678 1.5936
H 0.8190 2.8645 3.6670
H -1.0766 2.8530 5.2765
H -1.4945 3.7527 3.8154
H -3.3420 2.2282 4.4634
H -2.9823 -0.2274 4.3910
H -1.9524 0.5190 5.6167
H -0.6657 -1.1102 4.2501
H 0.5153 0.8868 5.1353
H 1.1741 0.4058 3.5644
H -1.9869 -0.9264 2.1562
H -0.2656 -0.6506 1.8610
H -3.5736 1.0412 2.3006
H -2.9668 2.6815 2.0557

Cartesian forces, eV/Å:
0.072 -0.148 -0.005
-0.854 0.006 0.103
0.893 0.058 -0.281
0.077 0.006 -0.291
0.005 -0.390 -0.023
0.354 0.241 0.763
0.187 0.715 -0.327
-0.013 -0.197 0.006
-0.005 -0.017 0.036
0.053 0.108 -0.012
-0.046 -0.097 -0.007
0.021 0.065 -0.051
0.046 0.030 -0.045
0.017 0.083 0.221
-0.422 -0.770 0.262
0.285 0.057 -0.161
-0.205 -0.286 0.008
0.081 0.313 0.124
-0.215 0.052 0.239
-0.165 -0.028 -0.463
-0.022 -0.067 0.147
0.236 0.211 0.058
0.010 -0.046 -0.044
-0.250 0.123 0.138
0.038 0.017 -0.043
0.044 -0.260 0.111
-0.044 0.005 -0.019
0.023 0.047 0.111
0.136 -0.028 0.057
0.049 0.008 -0.001
0.027 -0.091 -0.062
0.045 -0.153 0.029
0.042 0.130 -0.079
-0.042 0.154 0.096
-0.109 0.078 -0.111
0.109 -0.133 -0.071
0.056 0.126 -0.028
-0.002 0.052 -0.074
-0.053 -0.035 -0.070
-0.072 -0.109 0.016
0.094 0.013 0.004
-0.008 0.010 0.094
-0.191 -0.007 -0.164
-0.121 0.043 -0.109
-0.086 -0.023 0.059
0.052 0.123 0.023
0.040 0.015 -0.045
-0.012 0.058 -0.080
-0.044 -0.039 -0.014
0.005 0.045 0.057
-0.004 0.076 0.014
0.057 -0.028 -0.037
-0.054 -0.049 0.034
-0.025 -0.019 0.069
-0.010 0.048 -0.026
0.048 -0.008 0.046
0.089 -0.027 0.023
-0.065 -0.064 -0.050
-0.032 -0.031 -0.027
-0.073 -0.038 -0.061
-0.049 0.068 -0.067

## Properties
F_max ... 0.9 eV/Å
HOMO level ... -0.336 hartree
Frontier orbital gap ... 9.56 eV

***

Record 5
The ion C3H3OS3 with charge -1 at a distorted geometry, computed with the ωB97M-V functional and the def2-TZVPD basis.

Cartesian coordinates (Å):
O -1.7104 -1.7917 0.3196
C -1.8200 -0.5604 0.3212
S -2.7713 0.5030 -0.6484
C -0.8768 0.1276 1.1582
C 0.5867 -0.3200 0.0695
S 1.6066 0.7664 -0.4908
S 0.5470 -2.0129 -0.1141
H -0.5097 -0.4500 2.0360
H -0.7429 1.1810 1.3238
H 1.8153 -2.0051 -0.9039

Cartesian forces, eV/Å:
-1.254 -0.351 0.140
-2.062 0.933 -0.902
-0.141 -0.705 0.106
5.541 -1.101 -0.086
-2.588 0.534 2.177
0.624 0.697 -0.229
2.922 -0.603 -1.870
-0.680 0.248 -0.289
-0.595 0.321 -0.429
-1.766 0.027 1.383

## Properties
Net charge ... -1
F_max ... 5.7 eV/Å
HOMO level ... -0.135 hartree
Frontier orbital gap ... 6.81 eV
Energy above the lowest of the compared OMol25 structures with the same formula, charge and spin ... 40.9 kJ/mol

***

Record 6
A structure of composition C3H2FMgO2 at a distorted geometry, computed with the ωB97M-V functional and the def2-TZVPD basis.

Cartesian coordinates (Å):
F 1.9045 -0.4845 -1.4433
O -0.6876 -0.2065 1.3905
O 2.1181 0.7936 0.3745
C -1.0248 0.1781 0.1955
C -0.0090 0.3328 -0.7493
C 1.3456 0.1663 -0.3003
H -1.8845 0.8624 0.0973
H -0.3064 0.2154 -1.7895
Mg -1.4559 -1.8576 2.2247

Cartesian forces, eV/Å:
0.813 -0.553 0.715
-1.324 -1.603 1.284
-1.602 -1.766 0.112
2.589 2.697 -0.639
-3.444 -1.309 1.948
2.446 2.032 -2.734
-0.686 -1.192 -0.345
0.609 0.596 0.084
0.599 1.098 -0.424

## Properties
2S+1 ... 2
F_max ... 4.2 eV/Å
HOMO level (alpha / beta) ... -0.299 / -0.313 hartree
Frontier orbital gap (alpha / beta) ... 7.71 / 6.69 eV
Energy above the lowest of the compared OMol25 structures with the same formula, charge and spin ... 0.0 kJ/mol